No. 1
{
  "formula": "CH2ClNO",
  "method": "the ωB97M-V functional and the def2-TZVPD basis",
  "homo_energy_ha": -0.3656,
  "e_above_lowest_kcal_mol": 60.4,
  "multiplicity": 1,
  "mol_weight_g_mol": 79.49,
  "orbital_gap_ev": 10.6,
  "smiles": "C#N.OCl",
  "elements": ["Cl", "O", "N", "C", "H", "H"],
  "xyz": [[3.68, -0.55, -0.80], [3.00, 0.55, 0.30], [0.19, 0.07, -0.51], [-0.93, -0.09, -0.51], [-1.98, -0.25, -0.52], [2.04, 0.52, 0.12]]
}



No. 2
{
  "formula": "C20H60O10S6",
  "method": "the ωB97M-V functional and the def2-TZVPD basis",
  "homo_energy_ha": -0.3168,
  "e_above_lowest_kcal_mol": 51.7,
  "multiplicity": 1,
  "mol_weight_g_mol": 653.09,
  "orbital_gap_ev": 8.7,
  "elements": ["S", "S", "S", "S", "S", "S", "O", "O", "O", "O", "O", "O", "O", "O", "O", "O", "C", "C", "C", "C", "C", "C", "C", "C", "C", "C", "C", "C", "C", "C", "C", "C", "C", "C", "C", "C", "H", "H", "H", "H", "H", "H", "H", "H", "H", "H", "H", "H", "H", "H", "H", "H", "H", "H", "H", "H", "H", "H", "H", "H", "H", "H", "H", "H", "H", "H", "H", "H", "H", "H", "H", "H", "H", "H", "H", "H", "H", "H", "H", "H", "H", "H", "H", "H", "H", "H", "H", "H", "H", "H", "H", "H", "H", "H", "H", "H"],
  "xyz": [[22.13, 7.75, 8.03], [19.40, 1.32, 5.90], [18.64, 5.63, 9.60], [25.27, -0.62, 7.51], [24.16, 4.55, 2.51], [21.14, 2.72, 8.94], [18.82, -0.12, 9.82], [23.09, 3.92, 1.65], [20.13, 5.66, 9.16], [18.18, 0.50, 5.50], [22.60, 5.31, 10.39], [21.48, -3.70, 10.37], [23.44, -0.80, 14.67], [19.84, 2.10, 8.43], [25.59, -0.25, 8.96], [23.24, 8.67, 8.49], [20.18, 1.67, 4.28], [23.13, 5.04, 12.76], [20.83, 8.72, 7.42], [22.12, 1.28, 9.45], [23.46, 0.94, 12.99], [26.43, -1.94, 7.31], [20.45, -2.70, 10.07], [16.86, -0.20, 11.18], [23.30, 4.58, 4.11], [23.79, -1.50, 7.67], [22.05, 3.01, 7.40], [17.64, 0.54, 10.09], [24.31, 0.07, 13.87], [20.63, 0.07, 6.53], [25.45, 3.37, 2.72], [19.24, -3.34, 9.41], [17.99, 7.32, 9.67], [17.85, 5.21, 8.06], [22.50, 7.30, 6.45], [22.32, 5.80, 11.72], [19.38, -4.03, 8.60], [20.95, 2.50, 4.22], [20.30, -0.28, 7.49], [20.77, -2.01, 9.56], [18.67, 8.13, 9.03], [21.31, 5.76, 12.26], [22.70, 6.81, 11.77], [21.87, 0.65, 10.32], [23.07, -0.94, 7.48], [20.24, 8.10, 6.90], [19.99, -2.24, 10.94], [24.55, -0.76, 13.17], [23.22, 5.73, 13.69], [22.86, 4.04, 13.10], [23.72, -2.04, 8.53], [26.56, -2.30, 6.35], [23.19, 3.64, 4.55], [20.43, 0.85, 3.72], [21.81, 5.47, 9.92], [24.02, 1.14, 12.05], [23.03, 1.64, 9.45], [23.01, 3.17, 7.88], [17.48, -0.65, 12.04], [26.32, 3.67, 3.40], [23.00, 8.14, 5.80], [23.90, 5.01, 4.72], [18.19, 5.79, 7.10], [26.02, -2.81, 7.90], [22.40, 5.13, 3.71], [18.53, -2.64, 9.08], [21.77, 6.75, 5.73], [20.38, 9.04, 8.46], [23.88, -2.22, 7.08], [23.16, 1.81, 13.58], [17.24, 0.52, 9.07], [25.08, 0.53, 14.39], [21.32, 0.82, 7.06], [25.24, 2.27, 2.96], [15.90, 0.41, 11.43], [21.08, 9.60, 7.00], [22.41, 0.54, 12.63], [17.94, 7.74, 10.68], [20.95, -0.75, 5.75], [23.99, -1.32, 15.33], [22.21, 2.31, 6.62], [16.70, -1.31, 11.03], [21.60, -4.26, 9.45], [16.93, 7.27, 9.44], [16.66, 5.12, 7.99], [23.17, 6.52, 6.61], [19.57, 2.31, 3.52], [19.14, 0.57, 9.17], [18.11, 4.17, 7.79], [27.38, -1.56, 7.31], [24.25, 5.05, 12.68], [25.80, 3.35, 1.83], [18.73, -3.95, 10.17], [22.13, 0.45, 8.64], [21.76, 3.94, 6.99], [17.84, 1.54, 10.24]]
}



No. 3
{
  "formula": "C3H3NS",
  "method": "the ωB97M-V functional and the def2-TZVPD basis",
  "homo_energy_ha": -0.3546,
  "e_above_lowest_kcal_mol": 13.8,
  "multiplicity": 1,
  "mol_weight_g_mol": 85.13,
  "orbital_gap_ev": 10.1,
  "smiles": "N#C[C@H]1CS1",
  "elements": ["S", "N", "C", "C", "C", "H", "H", "H"],
  "xyz": [[-1.24, -1.14, -0.15], [2.52, -0.76, -0.39], [0.14, -0.20, 0.58], [-0.86, 0.51, -0.42], [1.42, -0.51, 0.03], [0.12, 0.13, 1.63], [-0.65, 0.89, -1.46], [-1.45, 1.08, 0.18]]
}



No. 4
{
  "formula": "C3H5NO2",
  "method": "the ωB97M-V functional and the def2-TZVPD basis",
  "homo_energy_ha": -0.3767,
  "e_above_lowest_kcal_mol": 57.6,
  "multiplicity": 1,
  "mol_weight_g_mol": 87.08,
  "orbital_gap_ev": 11.0,
  "smiles": "[H]/N=C\\OC(C)=O",
  "elements": ["O", "O", "N", "C", "C", "C", "H", "H", "H", "H", "H"],
  "xyz": [[0.42, 0.04, 0.27], [-0.65, -1.84, -0.42], [2.59, 0.32, 0.91], [1.69, -0.48, 0.54], [-1.89, 0.23, -0.22], [-0.68, -0.67, -0.15], [2.31, 1.28, 0.78], [-1.68, 1.10, -0.84], [2.46, -1.08, 0.04], [-2.16, 0.59, 0.78], [-2.73, -0.33, -0.64]]
}



No. 5
{
  "formula": "C6H7F3O2",
  "method": "the ωB97M-V functional and the def2-TZVPD basis",
  "homo_energy_ha": -0.3630,
  "e_above_lowest_kcal_mol": 0.3,
  "multiplicity": 1,
  "mol_weight_g_mol": 168.11,
  "orbital_gap_ev": 10.5,
  "elements": ["F", "F", "F", "O", "O", "C", "C", "C", "C", "C", "C", "H", "H", "H", "H", "H", "H", "H"],
  "xyz": [[-0.18, 0.71, -2.63], [1.47, -0.64, -2.84], [1.72, 1.50, -2.24], [2.29, -0.12, 0.08], [0.80, -2.49, 0.00], [1.01, 0.41, -2.13], [-1.25, -1.44, -0.41], [0.22, 1.01, 0.36], [1.00, -0.13, -0.30], [0.83, 1.87, 1.14], [0.24, -1.48, -0.24], [-0.85, 0.89, 0.51], [-1.57, -0.65, -1.03], [0.13, 2.47, 1.69], [-1.66, -2.39, -0.74], [-1.77, -1.46, 0.55], [2.41, -1.01, 0.52], [1.88, 1.91, 1.33]]
}



No. 6
{
  "formula": "C4H6O2",
  "method": "the ωB97M-V functional and the def2-TZVPD basis",
  "homo_energy_ha": -0.3163,
  "e_above_lowest_kcal_mol": 117.0,
  "multiplicity": 1,
  "mol_weight_g_mol": 86.09,
  "orbital_gap_ev": 9.4,
  "elements": ["O", "O", "C", "C", "C", "C", "H", "H", "H", "H", "H", "H"],
  "xyz": [[0.22, -0.63, 1.41], [-0.80, 1.83, -0.57], [0.44, -0.86, -0.68], [-0.71, -0.62, 0.29], [1.01, 0.10, 0.35], [-0.73, 0.88, 0.36], [2.07, 0.14, 0.62], [-0.17, 1.50, -1.22], [-1.60, -1.23, 0.41], [-1.25, 1.24, 1.25], [0.33, -0.53, -1.72], [0.82, -1.88, -0.63]]
}



No. 7
{
  "formula": "C3H3N3",
  "method": "the ωB97M-V functional and the def2-TZVPD basis",
  "homo_energy_ha": -0.3143,
  "e_above_lowest_kcal_mol": 105.3,
  "multiplicity": 1,
  "mol_weight_g_mol": 81.08,
  "orbital_gap_ev": 8.2,
  "elements": ["N", "N", "N", "C", "C", "C", "H", "H", "H"],
  "xyz": [[0.42, -1.10, 0.40], [-0.82, 1.25, 0.33], [-0.75, -1.01, 0.06], [0.37, 1.17, 0.17], [1.27, -0.01, 0.03], [-1.57, -0.09, -0.01], [2.22, -0.16, 0.53], [-2.57, -0.13, -0.46], [1.43, 0.09, -1.06]]
}